{"formula": "C5H9NS", "method": "ωB97M-V/def2-TZVPD", "symbols": ["C", "C", "C", "C", "C", "H", "H", "H", "H", "H", "H", "H", "H", "H", "N", "S"], "coordinates": [[0.405, -0.590, 1.592], [-0.139, -0.668, 0.120], [-1.447, 0.093, 0.076], [0.801, 1.354, -0.857], [0.411, -0.033, -1.075], [1.555, -0.406, 1.693], [0.014, 0.319, 2.124], [0.378, -1.533, 2.105], [-2.115, -0.254, -0.734], [-1.985, 0.153, 1.104], [1.227, 1.836, -1.708], [1.399, 1.427, 0.080], [-0.478, -0.141, -1.738], [0.142, -1.921, -1.552], [0.701, -1.531, -0.792], [-0.870, 1.895, -0.440]], "mulliken_charge": [-1.3440, 0.8496, -0.9783, -0.5537, -0.2799, 0.3275, 0.3699, 0.3419, 0.3738, 0.3883, 0.3942, 0.2586, 0.3515, 0.3021, -0.6535, -0.1482], "homo_lumo_gap_ev": 9.62, "e_homo_ev": -8.724, "spin_multiplicity": 1}

***

{"formula": "C4H5N3", "method": "ωB97M-V/def2-TZVPD", "symbols": ["H", "N", "C", "C", "N", "N", "C", "C", "H", "H", "H", "H"], "coordinates": [[-0.009, 2.840, 0.762], [-0.170, 2.060, 1.463], [-0.166, 0.937, 0.848], [-0.245, -0.188, 1.667], [-0.377, -1.295, 2.118], [-0.094, 0.769, -0.476], [0.145, -0.490, -1.246], [0.222, -1.674, -0.741], [-0.393, 1.610, -1.019], [0.271, -0.192, -2.244], [0.750, -2.408, -1.428], [0.067, -1.967, 0.297]], "mulliken_charge": [0.2180, -0.6485, 0.4209, 0.4745, -0.5184, -0.2734, -0.0859, -0.8362, 0.2407, 0.3672, 0.1898, 0.4513], "homo_lumo_gap_ev": 9.44, "e_homo_ev": -9.259, "spin_multiplicity": 1}

***

{"formula": "C8H13N3OS2", "method": "ωB97M-V/def2-TZVPD", "symbols": ["C", "H", "C", "C", "H", "H", "S", "C", "N", "S", "C", "N", "N", "C", "O", "C", "C", "H", "H", "H", "H", "H", "H", "H", "H", "H", "H"], "coordinates": [[5.312, 0.500, 0.313], [5.149, 1.513, 0.672], [4.054, -0.340, 0.495], [2.889, 0.263, -0.273], [2.645, 1.263, 0.081], [3.097, 0.298, -1.342], [1.378, -0.748, -0.042], [0.167, 0.484, -0.077], [0.441, 1.751, -0.241], [-0.948, 2.625, -0.211], [-1.890, 1.147, 0.031], [-1.125, 0.107, 0.075], [-3.238, 1.198, 0.148], [-4.169, 0.191, 0.400], [-5.322, 0.517, 0.529], [-3.661, -1.218, 0.455], [-3.479, -1.762, -0.965], [-2.695, -1.216, -1.482], [-4.406, -1.675, -1.528], [-3.194, -2.809, -0.920], [-2.707, -1.255, 0.979], [-4.404, -1.816, 0.984], [-3.653, 2.122, 0.092], [4.234, -1.358, 0.142], [3.797, -0.396, 1.555], [5.591, 0.549, -0.737], [6.139, 0.065, 0.868]], "mulliken_charge": [-1.2499, 0.3412, -0.2924, -0.6308, 0.4093, 0.3184, -0.1996, 0.2339, -0.4353, -0.0483, 0.5284, -0.2959, -0.1321, 0.3776, -0.5975, -0.3579, -1.0292, 0.2921, 0.3308, 0.2899, 0.3030, 0.3279, 0.2027, 0.3187, 0.3231, 0.3204, 0.3515], "homo_lumo_gap_ev": 9.08, "e_homo_ev": -8.558, "spin_multiplicity": 1}

***

{"formula": "C3H6O2", "method": "ωB97M-V/def2-TZVPD", "symbols": ["C", "O", "C", "C", "O", "H", "H", "H", "H", "H", "H"], "coordinates": [[1.247, 0.627, -0.743], [0.256, 1.127, -0.106], [-0.634, 0.566, 0.704], [-0.460, -0.730, 1.294], [-1.259, -1.231, 2.069], [1.534, -0.410, -0.621], [-0.503, -0.609, -1.903], [1.807, 1.334, -1.340], [-1.061, -0.663, -1.401], [-1.406, 1.254, 1.018], [0.479, -1.267, 1.030]], "mulliken_charge": [-0.3673, -0.2254, -0.1073, 0.0542, -0.5118, 0.3006, 0.0731, 0.2554, -0.0293, 0.3468, 0.2111], "homo_lumo_gap_ev": [7.69, 8.27], "e_homo_ev": [-8.388, -8.553], "spin_multiplicity": 1}

***

{"formula": "C2H3NO2S2", "method": "ωB97M-V/def2-TZVPD", "symbols": ["O", "C", "O", "C", "S", "N", "S", "H", "H", "H"], "coordinates": [[2.360, 0.455, 0.518], [1.380, -0.194, 0.024], [1.155, -1.500, -0.319], [0.078, 0.602, -0.066], [0.191, 2.299, -0.222], [-1.071, -0.167, -0.217], [-2.829, 0.004, 0.127], [2.097, -1.897, -0.140], [-0.713, -1.129, -0.419], [-2.649, 1.526, 0.714]], "mulliken_charge": [-0.4861, 0.5163, -0.4918, 0.1660, -0.2221, -0.3282, -0.1180, 0.3997, 0.3655, 0.1986], "homo_lumo_gap_ev": 7.89, "e_homo_ev": -8.604, "spin_multiplicity": 1}

***

{"formula": "C5H7N", "method": "ωB97M-V/def2-TZVPD", "symbols": ["C", "C", "N", "C", "C", "C", "H", "H", "H", "H", "H", "H", "H"], "coordinates": [[-1.390, -0.953, 0.567], [-1.043, 0.210, -0.288], [-0.436, 1.309, 0.183], [0.752, 1.281, -0.540], [1.640, 0.182, -0.433], [2.423, -0.741, -0.340], [-1.647, -0.634, 1.585], [-2.214, -1.538, 0.151], [-0.505, -1.607, 0.643], [-1.224, 0.189, -1.355], [-0.553, 1.653, 1.131], [1.057, 2.172, -1.081], [3.140, -1.521, -0.222]], "mulliken_charge": [-0.8628, -0.0554, -0.1481, -1.0510, -0.1989, 0.1896, 0.2917, 0.3029, 0.2089, 0.3652, 0.2486, 0.3192, 0.3900], "homo_lumo_gap_ev": [7.51, 7.52], "e_homo_ev": [-7.059, -7.060], "spin_multiplicity": 1}

***

{"formula": "C27H25B2Cl5F4N10O5S2SeSrTe", "method": "ωB97M-V/def2-TZVPD", "symbols": ["Sr", "C", "C", "N", "O", "B", "F", "F", "O", "N", "C", "C", "C", "N", "O", "B", "F", "F", "O", "N", "C", "C", "C", "H", "H", "H", "H", "H", "H", "H", "H", "H", "H", "H", "H", "Cl", "C", "C", "Cl", "C", "Cl", "C", "O", "C", "Cl", "C", "Cl", "Se", "N", "C", "C", "C", "C", "N", "C", "N", "H", "H", "H", "Te", "C", "C", "C", "C", "S", "H", "H", "H", "C", "C", "C", "N", "N", "C", "N", "S", "H", "H", "H", "H", "H", "H", "H"], "coordinates": [[0.243, -0.408, 0.231], [0.205, 4.431, -0.024], [0.489, 2.991, 0.275], [-0.366, 2.046, 0.166], [-1.642, 2.364, -0.221], [-2.640, 2.049, 0.842], [-3.864, 2.322, 0.322], [-2.355, 2.829, 1.947], [-2.663, 0.594, 1.281], [-1.495, 0.143, 1.862], [-1.494, -0.146, 3.102], [-2.657, -0.046, 4.032], [-0.172, -0.622, 3.566], [0.790, 0.108, 3.157], [2.074, -0.312, 3.503], [3.100, 0.117, 2.743], [1.772, -1.374, 0.962], [4.316, -0.227, 3.165], [3.140, 0.992, 1.700], [1.980, 1.347, 1.014], [1.765, 2.601, 0.880], [2.671, 3.679, 1.392], [-0.039, -1.872, 4.365], [-0.683, 4.492, -0.652], [1.045, 4.913, -0.518], [-0.010, 4.962, 0.902], [-3.383, 0.652, 3.620], [-2.346, 0.281, 5.021], [-3.131, -1.023, 4.118], [3.491, 3.230, 1.947], [2.117, 4.345, 2.049], [3.074, 4.271, 0.570], [-0.986, -2.202, 4.779], [0.698, -1.735, 5.152], [0.351, -2.632, 3.683], [-1.270, -7.502, -2.489], [-1.085, -5.964, -1.741], [-0.429, -4.931, -2.407], [0.219, -5.209, -3.971], [-0.317, -3.681, -1.817], [0.474, -2.388, -2.632], [-0.839, -3.401, -0.533], [-0.803, -2.234, 0.001], [-1.459, -4.489, 0.123], [-2.045, -4.148, 1.696], [-1.601, -5.735, -0.463], [-2.426, -6.988, 0.363], [-2.633, -0.756, -0.913], [-3.653, 0.222, -1.887], [-2.897, 1.084, -2.578], [-3.273, 2.112, -3.441], [-2.262, 2.863, -4.016], [-0.924, 2.591, -3.762], [-0.537, 1.602, -2.965], [-1.495, 0.879, -2.375], [-1.183, -0.108, -1.548], [-4.314, 2.316, -3.631], [-2.502, 3.678, -4.680], [-0.124, 3.166, -4.205], [1.325, 0.546, -2.451], [2.418, 2.195, -3.207], [2.268, 3.546, -3.069], [3.237, 4.295, -3.773], [4.119, 3.507, -4.438], [3.772, 1.836, -4.236], [1.483, 3.996, -2.488], [3.276, 5.369, -3.772], [4.952, 3.798, -5.043], [3.703, -4.505, -2.456], [3.754, -3.812, -1.096], [3.827, -2.337, -1.217], [3.238, -1.628, -2.099], [3.431, -0.307, -1.971], [4.213, 0.012, -0.967], [4.634, 1.266, -0.719], [4.769, -1.366, -0.089], [3.578, -5.576, -2.320], [4.620, -4.327, -3.012], [2.870, -4.124, -3.036], [4.608, -4.159, -0.510], [2.846, -4.039, -0.526], [4.174, 2.003, -1.234], [4.899, 1.471, 0.231]], "mulliken_charge": [2.2206, -2.2352, -0.8420, 1.8373, -0.6662, 0.5484, -0.3573, -0.4064, -0.8398, 1.2780, -0.3493, -1.8764, 1.0115, -0.2065, -0.4934, 0.8050, -1.3469, -0.2642, -0.5972, 1.9342, 0.5822, -1.9938, -1.3663, 0.4304, 0.5109, 0.3529, 0.3948, 0.4107, 0.3556, 0.4463, 0.4492, 0.3140, 0.4243, 0.3545, 0.2379, -0.2132, 0.3652, -0.0770, -0.1736, 0.7036, -0.1875, -2.0416, -0.3534, 0.3872, -0.1959, 0.2209, -0.2077, 0.8173, -0.8904, 0.3877, -0.6925, -0.9468, -0.4498, 0.0499, 0.6012, -0.4917, 0.5316, 0.4352, 0.5750, 0.7287, 0.0074, -0.1191, -0.8470, -0.6449, -0.0672, 0.6424, 0.4434, 0.4571, -1.1066, -0.1980, 0.3512, -0.4970, -0.1557, 0.2280, -0.2135, -0.1922, 0.3773, 0.3531, 0.1728, 0.4557, 0.1286, 0.1417, 0.3425], "homo_lumo_gap_ev": 6.31, "e_homo_ev": -7.743, "spin_multiplicity": 1}

***

{"formula": "C5H10O", "method": "ωB97M-V/def2-TZVPD", "symbols": ["C", "C", "C", "H", "H", "H", "H", "H", "H", "O", "C", "C", "H", "H", "H", "H"], "coordinates": [[1.178, 0.247, -3.468], [1.665, 0.633, -2.211], [2.188, -0.375, -1.373], [1.301, 1.096, -4.203], [1.905, -0.587, -3.906], [0.075, -0.068, -3.552], [1.654, 1.639, -1.806], [2.717, -0.012, -0.406], [1.980, -1.480, -1.743], [-0.424, -0.442, 2.732], [-1.646, -0.529, 2.477], [-2.656, 0.464, 2.099], [-1.915, -1.599, 2.639], [-2.931, 0.016, 1.161], [-2.264, 1.511, 2.118], [-3.505, 0.370, 2.699]], "mulliken_charge": [-0.9865, 0.3804, -0.4173, 0.3338, 0.3638, 0.3427, 0.3667, 0.3072, 0.3072, -0.4995, 0.1154, -0.8189, 0.3514, 0.2642, 0.2642, 0.3251], "homo_lumo_gap_ev": [6.59, 3.14], "total_charge": 1, "e_homo_ev": [-12.218, -12.213], "spin_multiplicity": 2}

***

{"formula": "CsH44O22", "method": "ωB97M-V/def2-TZVPD", "symbols": ["Cs", "O", "H", "H", "O", "H", "H", "O", "H", "H", "O", "H", "H", "O", "H", "H", "O", "H", "H", "O", "H", "H", "O", "H", "H", "O", "H", "H", "O", "H", "H", "O", "H", "H", "O", "H", "H", "O", "H", "H", "O", "H", "H", "O", "H", "H", "O", "H", "H", "O", "H", "H", "O", "H", "H", "O", "H", "H", "O", "H", "H", "O", "H", "H", "O", "H", "H"], "coordinates": [[0.007, 0.240, 0.374], [3.083, 1.679, 1.286], [3.413, 0.769, 1.370], [2.838, 1.936, 2.161], [4.446, 2.254, -1.222], [4.776, 3.163, -1.296], [4.106, 2.259, -0.294], [-2.207, -4.775, -0.563], [-1.993, -4.076, 0.103], [-2.777, -5.317, -0.037], [2.610, -0.676, -1.333], [3.540, -0.748, -1.692], [2.049, -1.012, -2.033], [0.095, 3.081, -1.819], [1.016, 2.999, -2.109], [-0.058, 3.931, -1.361], [-4.554, 0.491, 1.661], [-3.976, 0.075, 0.986], [-5.386, 0.233, 1.244], [0.547, -0.489, -2.701], [0.938, 0.258, -3.149], [-0.193, -0.847, -3.259], [-1.564, -2.400, 0.971], [-2.076, -2.089, 0.198], [-1.883, -1.865, 1.759], [-1.931, 2.624, 0.287], [-2.136, 2.684, -0.660], [-2.759, 2.459, 0.796], [2.688, 1.728, -3.267], [3.287, 2.007, -2.526], [3.269, 1.182, -3.817], [-2.266, -1.214, 3.331], [-1.655, -0.491, 3.539], [-3.144, -0.876, 3.454], [1.082, -1.084, 3.249], [0.656, -1.767, 3.789], [1.713, -1.552, 2.722], [-4.259, -3.192, -2.635], [-4.900, -3.756, -3.090], [-3.562, -3.734, -2.214], [-0.679, 1.656, 3.224], [0.096, 1.346, 3.766], [-0.684, 2.601, 3.397], [-2.664, 2.115, -2.232], [-1.697, 2.136, -2.416], [-3.119, 2.835, -2.735], [3.257, -1.441, 1.196], [4.024, -1.999, 1.145], [2.874, -1.427, 0.255], [2.385, 1.389, 4.433], [3.288, 1.424, 4.830], [2.272, 0.464, 4.166], [5.358, -0.360, -1.695], [5.592, 0.537, -1.368], [6.130, -0.873, -1.728], [-2.132, -1.658, -3.789], [-2.408, -1.441, -4.687], [-2.856, -2.205, -3.446], [0.088, -3.559, 3.038], [-0.133, -3.168, 2.188], [-0.311, -4.420, 2.993], [-3.164, -1.035, -1.175], [-3.752, -1.655, -1.613], [-2.531, -0.771, -1.842], [-0.594, 5.207, 0.277], [-1.028, 4.409, 0.577], [-0.492, 5.801, 1.039]], "mulliken_charge": [0.5439, -0.6014, 0.2782, 0.2940, -0.6339, 0.3086, 0.3824, -0.6330, 0.3398, 0.3233, -0.4919, 0.2612, 0.3568, -0.4787, 0.2531, 0.2821, -0.6437, 0.3152, 0.3126, -0.5479, 0.2828, 0.2715, -0.6977, 0.3307, 0.4406, -0.5474, 0.3469, 0.2370, -0.6078, 0.3571, 0.2835, -0.6686, 0.3177, 0.2708, -0.5010, 0.2940, 0.2605, -0.7078, 0.2603, 0.3777, -0.4937, 0.3128, 0.2363, -0.6429, 0.3552, 0.2813, -0.5752, 0.2458, 0.3815, -0.6487, 0.3115, 0.3403, -0.5940, 0.3041, 0.2603, -0.5711, 0.2859, 0.2948, -0.6447, 0.3360, 0.2885, -0.4739, 0.2887, 0.3023, -0.6586, 0.3476, 0.3085], "homo_lumo_gap_ev": 11.14, "total_charge": 1, "e_homo_ev": -13.367, "spin_multiplicity": 1}

***

{"formula": "C4H12O2", "method": "ωB97M-V/def2-TZVPD", "symbols": ["C", "C", "C", "C", "H", "H", "H", "H", "H", "H", "H", "H", "H", "H", "O", "H", "H", "O"], "coordinates": [[0.846, 0.579, -0.372], [0.858, -0.758, -0.621], [0.008, -1.520, -1.593], [1.666, 1.106, 0.663], [0.145, 1.066, -0.986], [1.607, -1.449, -0.196], [-1.010, -1.603, -1.003], [-0.008, -1.048, -2.538], [0.352, -2.626, -1.716], [1.867, 0.554, 1.663], [1.386, 2.200, 0.843], [2.649, 1.003, 0.231], [-1.001, -1.722, 4.263], [-0.701, -0.584, 5.218], [-0.303, -1.093, 4.426], [-2.655, 1.184, -2.816], [-2.638, 2.737, -2.885], [-3.069, 1.974, -2.579]], "mulliken_charge": [0.1204, -0.0077, -1.0129, -1.0218, 0.4580, 0.3599, 0.3293, 0.3603, 0.3412, 0.3817, 0.3145, 0.3725, 0.3212, 0.3400, -0.6560, 0.2887, 0.3180, -0.6073], "homo_lumo_gap_ev": [9.52, 5.80], "total_charge": 1, "e_homo_ev": [-14.233, -14.233], "spin_multiplicity": 2}

***

{"formula": "C6H10BrCl2N2O", "method": "ωB97M-V/def2-TZVPD", "symbols": ["C", "O", "C", "C", "N", "C", "C", "Cl", "N", "Cl", "C", "Br", "H", "H", "H", "H", "H", "H", "H", "H", "H", "H"], "coordinates": [[-1.863, -1.119, -1.210], [-0.817, -0.111, -1.248], [-0.716, 0.899, -0.361], [-1.744, 1.105, 0.700], [0.654, 0.670, 0.473], [0.724, -0.589, 1.238], [1.758, -1.314, 0.836], [2.086, -2.923, 1.259], [2.483, -0.632, -0.089], [3.269, -1.510, -1.280], [1.852, 0.688, -0.369], [3.125, 2.165, 0.042], [-1.907, -1.750, -0.406], [-1.663, -1.847, -2.138], [-2.854, -0.671, -1.331], [-0.650, 1.822, -0.945], [-2.304, 0.206, 1.146], [-1.360, 1.725, 1.478], [-2.480, 1.684, 0.238], [0.602, 1.435, 1.167], [0.229, -0.760, 2.167], [1.576, 0.827, -1.365]], "mulliken_charge": [-0.8016, -0.2852, 0.1854, -1.4531, 0.1922, -0.6427, 0.3293, -0.0980, -0.0139, 0.0204, -0.3679, -0.0744, 0.3882, 0.2497, 0.3454, 0.4247, 0.3380, 0.4408, 0.4836, 0.4226, 0.4448, 0.4718], "homo_lumo_gap_ev": 9.52, "total_charge": 1, "e_homo_ev": -12.855, "spin_multiplicity": 1}

***

{"formula": "C4H5N3O", "method": "ωB97M-V/def2-TZVPD", "symbols": ["C", "C", "C", "C", "H", "H", "H", "H", "H", "N", "N", "N", "O"], "coordinates": [[-0.740, 1.922, -0.947], [0.214, 0.825, -0.170], [0.899, -1.036, -0.163], [-0.219, -0.594, 0.381], [-1.609, 1.960, -0.208], [-0.945, 1.134, -1.816], [-0.402, 2.663, -1.555], [0.805, 1.258, 0.675], [-1.128, -2.045, 1.834], [1.543, -2.079, 0.390], [0.691, -2.543, 1.113], [-0.397, -1.632, 1.289], [1.287, 0.170, -0.822]], "mulliken_charge": [-1.0256, 0.1825, 0.2114, 0.2256, 0.2368, 0.2452, 0.4213, 0.3033, 0.2442, -0.3087, -0.3738, 0.0230, -0.3852], "homo_lumo_gap_ev": 9.82, "e_homo_ev": -9.256, "spin_multiplicity": 1}